120
Properties=species:S:1:pos:R:3:forces:R:3 method="wB97M-V/def2-TZVPD" smiles=CC(C)O.CC(C)O.CC(C)O.CC(C)O.CCO.CCO.CCO.CCO.CCO.CCO.CCO.CCO gap_ev=10.1 charge=0 e_lumo_ev=0.47 multiplicity=1 e_above_lowest_kcal_mol=39.2
C 14.45028 6.75135 12.47776 -0.4 1.8 -1.5
C 15.61200 6.98079 13.39133 0.7 0.2 0.3
C 16.83905 7.58669 12.68461 -0.4 -1.1 -0.3
O 15.20101 7.84848 14.42244 0.1 0.1 0.5
H 14.62917 5.94934 11.76533 -0.3 -0.1 0.1
H 14.27220 7.71956 11.87290 0.3 -1.5 0.7
H 13.55043 6.64050 13.08056 -0.1 -0.6 -0.1
H 15.85491 5.99160 13.81772 0.2 0.4 0.2
H 16.49999 8.41208 12.05824 0.1 0.1 -0.1
H 17.28568 6.79062 12.06097 0.0 0.5 0.0
H 17.59972 7.95706 13.36714 -0.1 -0.1 0.2
H 14.41259 8.34227 14.11969 0.1 -0.1 0.3
C 8.36567 11.63369 14.83787 0.1 -0.8 -0.5
C 6.94002 11.45516 14.30209 -0.3 -0.5 -0.4
C 6.85847 10.77455 12.89792 -0.5 1.4 -0.6
O 6.18509 10.54548 15.13904 0.2 0.3 -0.5
H 8.96329 12.28795 14.21179 -0.1 0.5 0.0
H 8.92351 10.69213 14.80711 -0.3 -0.2 0.1
H 8.38322 11.96760 15.87192 -0.1 0.3 0.0
H 6.44865 12.45888 14.28876 0.1 -0.7 -0.1
H 5.81883 10.70714 12.49631 0.5 -0.2 0.9
H 7.29128 9.78190 12.92077 0.2 -0.1 0.1
H 7.32040 11.37962 12.08323 0.3 -0.3 0.8
H 6.28784 10.77062 16.06299 0.1 0.2 0.2
C 13.04192 10.18653 11.76447 0.1 1.1 0.8
C 13.13352 10.47146 13.26282 0.3 -0.3 0.9
C 12.17544 11.53457 13.76584 -1.5 -0.8 -0.4
O 12.98909 9.27506 14.05736 1.1 0.6 -0.2
H 13.72574 9.41306 11.42327 0.1 0.3 0.1
H 13.25810 11.14787 11.27638 0.0 -0.4 -0.4
H 12.03474 9.90089 11.53389 -0.7 -0.1 -0.3
H 14.14057 10.81854 13.49434 0.2 -0.1 0.0
H 11.13788 11.21153 13.52889 0.4 0.0 0.2
H 12.27142 12.44452 13.22080 0.4 0.9 -0.4
H 12.19725 11.75116 14.83705 0.4 -0.4 -0.2
H 12.11924 8.87906 13.98742 -1.1 -0.2 -0.2
C 15.72285 13.12116 12.71234 -0.1 1.7 2.1
C 16.03465 14.51217 12.11034 -0.9 0.0 0.3
C 16.26024 15.64428 13.12191 0.2 0.7 -0.1
O 17.16391 14.40387 11.26288 0.5 -0.3 0.6
H 15.01266 13.28285 13.56610 0.3 -0.3 -0.8
H 16.62180 12.70639 13.19662 -0.1 0.0 -0.3
H 15.31443 12.41256 12.03341 -0.2 -0.5 -0.8
H 15.19155 14.85756 11.50334 0.1 -0.3 -0.2
H 16.35737 16.62433 12.60226 0.0 -0.8 0.1
H 17.18821 15.49324 13.65632 0.4 -0.1 0.2
H 15.50804 15.81728 13.89377 -0.3 -0.5 -0.2
H 17.81108 14.02686 11.89089 0.1 0.2 -0.9
C 10.89564 8.46846 9.17537 -0.4 -1.2 0.4
C 10.35598 7.90069 10.50592 -0.8 0.2 -2.0
O 11.32002 7.33646 11.31862 0.9 -0.9 0.8
H 10.10842 8.99780 8.64850 0.0 0.2 0.0
H 11.26546 7.67129 8.53977 -0.2 -0.3 -0.2
H 11.76431 9.07399 9.29546 0.5 0.9 0.3
H 9.66901 7.07503 10.29171 -0.2 0.3 0.0
H 9.81704 8.67836 11.01925 -0.4 0.5 0.5
H 12.08732 7.90075 11.31758 0.6 0.2 0.0
C 11.52694 14.50158 16.24890 1.2 -0.2 1.2
C 12.12501 15.70924 15.61485 -0.9 1.0 -1.4
O 11.29990 15.94066 14.40442 0.9 1.5 0.2
H 12.01703 14.32680 17.22113 -0.1 0.1 -0.2
H 11.76392 13.63847 15.65854 -0.3 -0.5 -0.4
H 10.47559 14.59562 16.45584 -0.4 0.1 -0.2
H 13.17013 15.60828 15.32743 0.1 -0.4 -0.1
H 12.11688 16.57368 16.27641 -0.4 0.2 0.0
H 11.46094 16.85363 14.02856 -0.1 -1.6 0.8
C 15.29595 12.66140 16.59084 0.1 -0.4 -1.0
C 15.03352 13.11257 17.97745 1.8 1.0 -0.1
O 15.73849 14.39813 18.09289 -0.5 -1.2 -0.3
H 14.93372 13.44959 15.93134 -0.3 -0.3 -0.3
H 14.79684 11.70242 16.45024 -0.3 0.1 -0.4
H 16.34502 12.51104 16.29801 -0.1 0.1 0.6
H 15.39972 12.34666 18.66489 0.0 0.3 0.4
H 13.98718 13.28422 18.10494 -0.8 0.0 0.3
H 15.78242 14.61356 19.01412 0.1 0.3 0.8
C 10.47298 13.84343 10.88080 0.2 0.0 -0.3
C 10.00331 12.46894 10.43984 -1.9 -0.1 0.6
O 10.11964 12.28066 9.03558 0.3 -0.1 -0.1
H 9.89017 14.67470 10.46302 0.1 -0.4 -0.4
H 11.51765 13.92898 10.55772 -0.1 0.3 0.3
H 10.37465 14.01149 11.94577 0.3 -0.3 0.4
H 8.94091 12.26677 10.77127 0.8 0.4 -0.4
H 10.52851 11.64097 10.90381 0.6 0.1 0.0
H 9.44552 12.79952 8.59111 0.0 0.1 0.0
C 10.24554 6.08885 14.93954 -0.3 0.7 0.9
C 9.70467 7.48605 14.59725 -0.9 -1.2 -0.3
O 10.54944 8.17108 13.73795 0.9 1.1 -0.1
H 10.24512 5.50363 14.03834 0.3 -0.4 -0.5
H 9.55665 5.57855 15.64273 0.5 0.3 -0.2
H 11.27156 6.16251 15.36338 -0.7 -0.2 -0.2
H 9.55799 8.11789 15.44324 0.0 0.3 0.9
H 8.72510 7.40522 14.09528 0.0 -0.2 0.3
H 10.78112 7.62776 12.98097 0.0 -0.4 -0.7
C 15.13518 13.67717 8.78299 0.2 1.6 -0.7
C 13.67173 13.74043 8.31768 0.2 -0.5 -0.5
O 13.11067 12.40382 8.40789 0.3 0.7 0.0
H 15.61699 14.67632 8.62725 -0.6 -0.4 0.5
H 15.83392 13.08072 8.20055 -0.5 -0.7 -0.1
H 15.21216 13.42986 9.83980 0.0 -0.1 -0.2
H 13.53423 14.17637 7.27322 0.3 -0.7 1.2
H 13.12196 14.38349 9.01133 0.1 0.1 -0.1
H 12.15823 12.46263 8.57828 -0.1 -0.1 -0.2
C 13.92586 7.75735 17.91276 0.1 1.5 0.7
C 14.10977 9.26224 17.68889 -1.3 0.0 -0.1
O 12.98913 9.78353 16.93446 0.9 0.3 0.9
H 14.04099 7.24228 16.98831 0.6 -0.6 -0.7
H 12.92816 7.53028 18.26438 -0.2 0.2 0.3
H 14.65296 7.52127 18.67880 0.2 -0.8 0.0
H 15.09656 9.46008 17.24437 -0.3 0.0 -0.3
H 14.05359 9.84018 18.61124 0.1 -0.3 0.2
H 13.01115 9.34618 16.09316 -0.1 -0.2 -1.1
C 15.50157 9.37159 9.18217 0.7 0.2 -0.6
C 15.08410 9.21936 7.72225 -1.8 -0.4 0.7
O 13.71714 9.67334 7.58376 1.0 1.0 0.2
H 15.39242 10.38805 9.57630 -0.2 0.0 -0.4
H 16.56858 9.16606 9.24460 0.1 -0.4 0.3
H 14.92196 8.71762 9.80271 -0.1 -0.5 0.4
H 15.02050 8.15961 7.38961 0.6 0.7 0.3
H 15.73266 9.81707 7.10650 0.4 0.0 -0.6
H 13.79345 10.62615 7.83547 -0.8 -0.7 -0.3



11
Properties=species:S:1:pos:R:3:forces:R:3 method="wB97M-V/def2-TZVPD" smiles=[SiH3]O[C@@H]1O[SiH2]1 gap_ev=7.8 charge=0 e_lumo_ev=-0.28 multiplicity=1 e_above_lowest_kcal_mol=100.9
Si 2.08119 -0.08073 0.28722 0.4 -0.4 0.2
O 0.96925 0.86243 -0.41729 -3.8 -0.5 -0.3
C -0.48401 0.68874 -0.44804 -1.3 -0.3 0.3
O -1.19335 0.26811 0.77111 1.0 0.8 0.7
Si -2.26612 -0.56820 -0.18173 3.9 1.7 -1.4
H 2.17656 -1.38088 -0.38230 0.1 -0.3 -0.1
H 3.24794 0.75549 0.07174 0.6 0.0 0.1
H 1.80986 -0.30231 1.70285 0.0 -0.1 0.4
H -0.85084 1.67875 -0.71054 0.1 -0.1 0.0
H -3.56850 0.03403 -0.36101 -0.5 -0.1 0.1
H -1.92199 -1.95542 -0.33201 -0.4 -0.6 0.1



64
Properties=species:S:1:pos:R:3:forces:R:3 method="wB97M-V/def2-TZVPD" gap_ev="6.9 / 7.0" charge=-1 e_lumo_ev="2.59 / 2.38" multiplicity=2 e_above_lowest_kcal_mol=0.0
Ru -0.26279 0.06460 0.06074 0.0 -0.2 0.2
O 0.49914 -6.04657 0.04719 0.0 0.0 0.0
C 0.35777 -4.85179 0.09790 0.0 0.0 0.0
C 1.45187 -3.80389 -0.11280 0.0 0.0 0.0
O 2.61878 -4.03140 -0.35056 0.0 0.0 0.0
C 0.77917 -2.51102 0.04092 0.1 0.0 0.0
C -0.57789 -2.69415 0.31896 0.0 0.0 0.0
O -1.36575 -1.68862 0.51246 0.0 0.0 0.0
C -0.93261 -4.10096 0.39093 0.0 0.0 0.1
O -2.02230 -4.58407 0.64911 0.0 0.0 0.0
O 1.30107 -1.32943 -0.02637 -0.1 0.0 -0.1
C 0.69904 0.17904 -2.96012 0.0 0.0 0.0
Si 1.63304 1.47741 -1.97692 0.0 0.0 0.0
C 1.66384 3.04789 -3.01523 0.0 0.0 0.0
C 3.38409 0.91046 -1.66202 0.0 0.0 0.0
N 0.75797 1.64338 -0.48818 0.0 0.1 -0.1
C 0.67442 2.66543 0.43472 0.0 0.0 0.0
C 1.03617 3.99859 0.22567 0.0 0.0 0.0
C 0.84659 4.94719 1.21998 0.0 0.0 0.0
C 0.28297 4.58164 2.43485 0.0 0.0 0.0
C -0.06107 3.25540 2.66591 0.0 0.0 -0.1
C 0.16187 2.28166 1.69536 0.0 0.1 0.1
N -0.08013 0.90072 1.89090 -0.1 0.1 -0.1
Si 1.07848 0.16847 2.98392 0.2 -0.1 0.0
C 1.02515 1.00563 4.67195 0.0 0.0 0.0
C 0.67637 -1.63161 3.30221 0.0 0.0 0.0
C 2.80925 0.31459 2.28998 0.0 0.0 0.0
H 1.18204 0.00010 -3.92490 0.0 0.0 0.0
H -0.32587 0.50787 -3.15392 0.0 0.0 0.0
H 0.66785 -0.78472 -2.44309 0.0 0.0 0.0
H 1.94431 2.79790 -4.04236 0.0 0.0 0.0
H 2.38348 3.78200 -2.64845 0.0 0.0 0.0
H 0.67765 3.51729 -3.04033 0.0 0.0 0.0
H 3.94799 0.78492 -2.59003 0.0 0.0 0.0
H 3.36206 -0.04529 -1.13364 0.0 0.0 0.0
H 3.91325 1.63408 -1.03614 0.0 0.0 0.0
H 1.44447 4.29660 -0.73091 0.0 0.0 0.0
H 1.11902 5.97909 1.03373 0.0 0.0 0.0
H 0.10302 5.32588 3.20094 0.0 0.0 0.0
H -0.51635 2.96850 3.60460 0.0 0.0 0.0
H -0.00337 1.08457 5.03529 0.0 0.0 0.0
H 1.46368 2.00380 4.67254 0.0 0.0 0.0
H 1.58409 0.39085 5.38342 0.0 0.0 0.0
H -0.39586 -1.83076 3.33690 0.0 0.0 0.0
H 1.10860 -1.92399 4.26290 0.0 0.0 0.0
H 1.10732 -2.27841 2.54026 0.0 0.0 0.0
H 3.06689 1.36222 2.11236 0.0 0.0 0.0
H 2.85829 -0.21920 1.33810 0.0 0.0 0.1
H 3.55641 -0.11390 2.96349 0.0 0.0 0.0
C -4.39745 -1.18718 -0.73850 0.0 0.0 0.0
N -4.09121 -0.69812 0.58559 0.0 0.0 0.0
C -4.25974 -1.59920 1.72887 0.0 0.0 0.0
C -3.40977 -0.93550 2.82621 0.0 0.0 0.0
N -2.86664 0.24467 2.15633 0.0 0.0 0.0
C -3.16258 0.22020 0.85551 0.0 0.0 0.0
S -2.35703 1.21110 -0.29225 0.0 0.0 0.0
H -5.46402 -1.40335 -0.81337 0.0 0.0 0.0
H -3.82621 -2.09970 -0.93038 0.0 0.0 0.0
H -4.12623 -0.43070 -1.46887 0.0 0.0 0.0
H -3.87677 -2.58671 1.46072 0.0 0.0 0.0
H -5.31393 -1.67473 2.00094 0.0 0.0 0.0
H -2.60339 -1.59252 3.14786 0.0 0.0 0.0
H -4.00352 -0.64790 3.69416 0.0 0.0 0.0
H -1.92040 0.59910 2.36700 0.0 0.0 0.0



156
Properties=species:S:1:pos:R:3:forces:R:3 method="wB97M-V/def2-TZVPD" gap_ev=6.7 charge=0 e_lumo_ev=0.45 multiplicity=1 e_above_lowest_kcal_mol=9.4
Tl -0.36417 0.24104 -0.19685 0.0 -0.1 -0.2
C -5.56719 -3.05858 -2.54094 0.0 0.1 -0.1
C -4.47176 -4.10218 -2.49314 0.0 0.1 0.0
C -4.80136 -5.35794 -3.26506 0.0 -0.1 -0.1
O -3.25966 -3.54268 -3.08416 -0.2 -0.1 0.0
P -2.18328 -2.86350 -2.12648 0.0 0.1 0.1
O -2.75892 -2.22467 -0.93540 0.0 0.0 0.0
C -1.09580 -4.22206 -1.62063 0.0 0.1 0.1
P 0.40381 -3.63418 -0.77534 0.3 -0.1 -0.1
O 0.60737 -2.18368 -0.85554 -0.2 0.1 0.1
O 0.34970 -4.17550 0.70257 -0.1 -0.1 0.0
C 0.69339 -5.51852 1.14740 0.0 0.0 0.0
C 1.70708 -5.36450 2.25807 0.1 0.1 0.0
C -0.57399 -6.21799 1.59152 -0.1 0.1 0.0
O 1.57998 -4.46355 -1.44319 0.1 0.0 -0.2
C 2.27517 -3.85797 -2.59085 0.1 0.1 0.1
C 2.54761 -4.96406 -3.58036 0.0 -0.1 0.0
C 3.51919 -3.15862 -2.09228 0.0 0.0 0.1
O -1.37190 -1.91699 -3.05076 0.1 0.0 -0.1
C -0.95399 -1.87275 -4.44329 -0.1 0.0 -0.1
C -1.81067 -0.84090 -5.14169 -0.1 0.1 0.1
C -0.97108 -3.22859 -5.12492 0.0 -0.1 0.2
H -6.46381 -3.43963 -2.04582 0.0 0.0 0.0
H -5.81328 -2.81566 -3.58018 0.0 0.0 0.1
H -5.23809 -2.15050 -2.03176 0.0 -0.1 0.0
H -4.27651 -4.35397 -1.44652 0.1 0.0 0.0
H -5.03555 -5.11295 -4.30498 0.0 0.0 0.1
H -5.66821 -5.84983 -2.81858 0.0 0.0 0.0
H -3.95970 -6.05418 -3.25314 -0.1 0.0 0.0
H -0.80761 -4.85552 -2.45972 -0.1 0.0 0.0
H -1.68841 -4.80725 -0.91154 0.1 -0.1 -0.1
H 1.14585 -6.05837 0.31621 0.0 0.0 -0.1
H 1.29818 -4.72818 3.04836 0.0 -0.1 0.0
H 2.61924 -4.89586 1.88166 -0.1 0.0 0.0
H 1.95574 -6.34126 2.67894 0.0 0.1 0.0
H -1.04550 -5.66413 2.40896 0.0 -0.1 -0.1
H -0.33716 -7.22514 1.94047 0.0 0.0 0.0
H -1.29108 -6.30198 0.77083 0.1 0.0 0.1
H 1.61652 -3.10881 -3.03857 -0.1 0.0 0.0
H 3.19772 -5.71980 -3.13190 0.0 0.0 -0.1
H 3.04238 -4.55617 -4.46502 0.0 0.0 0.1
H 1.61934 -5.44845 -3.89268 0.1 0.0 0.0
H 4.17223 -3.87040 -1.57892 0.0 0.0 -0.1
H 3.25380 -2.35321 -1.40274 0.1 0.0 -0.1
H 4.06142 -2.72367 -2.93506 0.0 0.0 0.1
H 0.07012 -1.51096 -4.39421 0.1 0.0 0.1
H -2.85327 -1.17465 -5.16782 0.1 0.0 -0.1
H -1.45130 -0.69374 -6.16223 0.0 0.0 0.0
H -1.77378 0.10507 -4.59748 0.0 -0.1 -0.1
H -1.98743 -3.61360 -5.20614 0.0 0.0 0.0
H -0.35837 -3.95839 -4.58531 0.0 0.1 -0.1
H -0.55442 -3.11832 -6.12653 0.0 0.0 0.0
C 7.58393 -1.31694 0.34539 0.0 0.0 0.0
C 7.24427 0.09462 -0.15642 0.0 -0.1 0.0
C 7.62277 1.11140 0.92909 0.0 0.1 0.0
C 8.09796 0.37957 -1.39182 0.0 0.0 -0.1
C 5.75122 0.20314 -0.45614 -0.1 0.0 0.0
C 4.81866 0.00657 0.56033 0.1 -0.1 -0.1
C 3.48209 0.20615 0.30533 -0.3 0.1 0.0
Br 2.23437 -0.16413 1.70835 0.0 0.1 0.1
C 2.94348 0.69019 -0.92070 0.3 0.0 -0.1
O 1.73318 1.11547 -1.04492 -0.1 -0.2 0.2
C 3.88231 0.67282 -1.99757 0.0 0.0 0.0
C 5.23725 0.49383 -1.71830 0.0 -0.1 -0.1
C 3.44490 0.90697 -3.45791 0.0 0.0 0.1
C 3.54037 2.40464 -3.77069 -0.1 0.1 0.0
C 2.00996 0.43020 -3.74695 0.0 -0.1 0.0
C 4.36041 0.12942 -4.41725 0.1 0.0 0.0
H 8.64888 -1.39160 0.59446 -0.1 0.0 0.0
H 7.35646 -2.06085 -0.42412 0.0 0.0 0.1
H 7.00911 -1.56953 1.24088 0.1 0.0 -0.1
H 8.69520 1.05738 1.14796 -0.1 0.0 0.0
H 7.07655 0.92233 1.85726 0.0 0.0 -0.1
H 7.38721 2.12774 0.60032 0.0 -0.1 0.0
H 9.15649 0.35769 -1.11670 -0.1 0.0 0.0
H 7.87883 1.36586 -1.81062 0.0 -0.1 0.0
H 7.93833 -0.37178 -2.17165 0.0 0.1 0.0
H 5.12506 -0.30444 1.55430 0.0 0.0 -0.1
H 5.93398 0.57018 -2.54506 -0.1 0.0 0.1
H 2.88373 2.96776 -3.10114 0.0 0.0 -0.1
H 3.23834 2.60865 -4.80701 0.0 0.0 0.1
H 4.56547 2.76247 -3.63181 -0.1 0.0 0.0
H 1.27052 1.01866 -3.21175 0.0 0.0 0.0
H 1.87814 -0.61761 -3.43846 0.1 0.2 0.0
H 1.81981 0.50486 -4.82622 0.0 0.0 0.1
H 5.35999 0.56741 -4.49126 -0.1 -0.1 0.0
H 3.92899 0.13309 -5.42307 0.0 0.0 0.1
H 4.47013 -0.90980 -4.09052 0.0 0.1 -0.1
C -3.65762 -3.39403 2.10328 0.1 0.0 -0.1
C -3.24771 -1.93435 2.29842 -0.1 0.1 0.0
C -4.16267 -1.24170 3.30764 0.0 0.0 0.0
C -1.77159 -1.86714 2.69979 0.0 0.2 -0.1
C -1.47524 -2.42368 4.09505 0.1 0.1 0.0
O -1.16101 -1.25773 4.87575 -0.1 -0.1 0.0
C -0.95410 -0.24374 3.98260 0.0 -0.1 0.0
N -1.25564 -0.48049 2.77970 -0.2 0.0 -0.4
C -0.22505 0.92256 4.53176 0.1 0.2 -0.1
C 0.30720 0.67525 5.80565 -0.1 0.0 -0.1
C 1.28118 1.47186 6.36673 0.1 0.1 0.1
C 1.78539 2.51105 5.61568 0.1 0.1 0.1
C 1.23147 2.80550 4.38184 -0.2 0.0 -0.1
C 0.15726 2.09660 3.81690 0.1 0.0 0.1
P -0.33635 2.73187 2.09152 -0.1 -0.2 0.4
C 0.39290 4.41859 2.21451 -0.1 0.0 0.0
C 0.08050 5.32705 3.23394 0.0 0.2 -0.1
C 0.71767 6.55448 3.30428 0.0 0.0 0.0
C 1.69110 6.89031 2.36173 0.0 0.0 0.0
C 2.01387 5.99577 1.35545 0.0 0.0 0.0
C 1.36456 4.76291 1.28336 0.0 -0.1 -0.1
C -2.15176 3.16073 1.96623 0.0 0.1 -0.1
C -3.06568 2.14050 1.67386 0.1 0.0 0.1
C -4.38059 2.41155 1.32182 0.0 -0.1 0.0
C -4.82343 3.72260 1.21754 0.1 0.0 0.0
C -3.92833 4.75189 1.46446 0.1 0.0 0.0
C -2.61283 4.47661 1.82735 0.0 -0.1 0.0
H -4.66638 -3.46086 1.68816 0.1 0.0 0.0
H -3.65298 -3.94247 3.05239 0.0 0.0 -0.1
H -2.97235 -3.89794 1.41313 -0.1 0.1 0.0
H -3.32305 -1.43985 1.32558 0.0 0.0 0.0
H -4.14905 -1.75688 4.27491 0.0 0.1 -0.1
H -5.19623 -1.24234 2.95073 0.1 0.0 0.0
H -3.86777 -0.20437 3.47850 0.0 0.0 0.0
H -1.19713 -2.39310 1.93348 0.0 0.0 0.0
H -0.60751 -3.08522 4.09751 0.1 0.0 0.1
H -2.31457 -2.93320 4.56183 0.0 0.0 0.0
H -0.03127 -0.20170 6.33822 0.0 0.1 0.0
H 1.67093 1.25142 7.35312 0.0 0.0 0.0
H 2.60941 3.11390 5.98406 -0.1 0.0 0.0
H 1.66495 3.63358 3.84653 0.0 -0.1 0.0
H -0.65756 5.05753 3.98255 0.0 0.0 0.0
H 0.46799 7.24976 4.09804 0.0 0.0 0.0
H 2.20141 7.84490 2.42563 0.0 0.0 0.0
H 2.78228 6.24427 0.63137 -0.1 0.0 0.0
H 1.62822 4.05313 0.50282 0.0 0.0 0.1
H -2.72496 1.11976 1.70872 0.0 -0.3 0.0
H -5.05525 1.58690 1.11000 0.1 0.1 0.0
H -5.84593 3.93897 0.93078 0.0 0.0 0.0
H -4.24721 5.78431 1.36974 0.0 0.0 0.0
H -1.95289 5.31444 1.98519 0.1 0.0 0.0
C -3.51092 3.57386 -2.33660 -0.2 0.0 0.0
S -2.08590 2.57409 -1.90296 0.1 -0.1 -0.1
O -2.06921 1.43828 -2.87736 0.0 0.3 0.2
C -0.86517 3.76585 -2.44797 0.0 0.0 0.0
C -0.32629 3.64192 -3.71707 0.1 0.0 -0.1
C 0.61390 4.57228 -4.13953 0.0 0.1 0.0
C 1.00727 5.60308 -3.29182 0.0 0.0 0.0
C 0.46574 5.70703 -2.01558 0.0 0.0 0.0
C -0.47416 4.78013 -1.58561 0.0 0.0 0.0
H -3.44336 3.79789 -3.40307 -0.1 0.0 0.1
H -3.50604 4.48363 -1.72809 0.0 -0.1 -0.1
H -4.39536 2.97286 -2.11402 0.1 0.1 0.0
H -0.63446 2.81242 -4.34682 0.0 0.1 0.1
H 1.04902 4.48915 -5.12949 0.0 0.0 0.1
H 1.74933 6.32066 -3.62261 0.0 0.0 0.0
H 0.77977 6.50361 -1.34888 0.0 -0.1 -0.1
H -0.89679 4.84029 -0.58439 0.1 0.0 -0.1